Molecular formula: C4H7N
Method: DFT, the ωB97M-V functional and the def2-TZVPD basis

Geometry as XYZ:
```
12
C4H7N (the ωB97M-V functional and the def2-TZVPD basis)
C -1.60 0.14 0.01
C -0.14 0.51 -0.17
C 0.82 -0.68 0.02
C 2.18 -0.15 0.17
N 3.19 0.39 0.29
H -2.24 1.02 -0.11
H -1.93 -0.61 -0.72
H -1.79 -0.26 1.01
H 0.04 0.95 -1.16
H 0.13 1.29 0.57
H 0.55 -1.25 0.91
H 0.77 -1.36 -0.83
```

As for the SMILES: CCCC#N. For the LUMO energy, the calculation gives 0.885 eV. For the HOMO-LUMO gap, the calculation gives 0.456 hartree. As for the charge: 0. The energy above the lowest of the compared OMol25 structures with the same formula, charge and spin is 1.6 kcal per mole.

Here are the Mulliken charges for atoms 1 to 2, given in e: C -1.199; C -0.359



Molecular formula: C27H30NOPt
Method: DFT, the ωB97M-V functional and the def2-TZVPD basis

Geometry as XYZ:
```
60
C27H30NOPt (the ωB97M-V functional and the def2-TZVPD basis)
Pt -0.25 -0.94 0.52
C -0.38 -0.99 2.70
C -1.01 0.26 2.26
C -2.36 -0.05 1.85
H -0.60 1.26 2.44
C -2.55 -1.42 1.90
C -1.30 -2.05 2.29
H -1.10 -3.12 2.42
H 0.53 -1.08 3.25
H -3.13 0.72 1.70
H -3.48 -1.96 1.69
C 0.75 -1.69 -1.51
C 0.40 -2.68 -0.50
C -1.07 -2.83 -0.57
H 1.06 -3.29 0.10
C -1.51 -2.10 -1.73
C -0.41 -1.41 -2.28
H -0.43 -0.84 -3.22
H 1.78 -1.40 -1.78
H -1.65 -3.50 0.05
H -2.51 -2.15 -2.17
O -0.70 1.14 -0.46
C -3.85 0.90 -1.90
C -3.09 2.11 -1.24
C -4.60 -0.04 -1.01
C -3.41 0.57 -3.31
C -1.64 2.06 -0.56
H -3.77 2.65 -0.55
H -3.06 2.99 -1.94
H -1.06 2.87 -1.08
H -1.77 2.58 0.44
H -5.70 -0.38 -1.19
H -4.55 0.33 0.02
H -3.98 -0.96 -0.90
H -4.02 0.84 -4.26
H -3.11 -0.50 -3.44
H -2.44 1.06 -3.41
C 5.06 -2.08 2.13
C 3.79 -2.67 2.24
C 2.67 -2.02 1.77
C 2.75 -0.75 1.16
C 4.03 -0.13 1.11
C 5.17 -0.80 1.56
N 1.64 -0.09 0.64
C 1.76 1.21 0.12
C 1.50 2.32 0.97
C 1.89 3.63 0.50
C 2.39 3.78 -0.77
C 2.58 2.72 -1.65
C 2.20 1.39 -1.20
H 5.95 -2.61 2.47
H 3.69 -3.66 2.69
H 1.68 -2.50 1.88
H 4.12 0.88 0.70
H 6.15 -0.33 1.48
H 1.16 2.15 1.96
H 1.72 4.46 1.18
H 2.73 4.81 -1.11
H 2.94 2.82 -2.64
H 2.38 0.54 -1.82
```

For the LUMO energy (alpha / beta), the calculation gives 2.646 / 2.027 eV. As for the spin multiplicity: 5. For the HOMO-LUMO gap (alpha / beta), the calculation gives 0.192 / 0.204 hartree. As for the charge: -1. As for the expectation value of S²: 6.03. The energy above the lowest of the compared OMol25 structures with the same formula, charge and spin is 10.1 kcal per mole.

Here are the Mulliken charges for atoms 1 to 2, given in e: Pt 2.881; C -1.253



Molecular formula: C5H8O
Method: DFT, the ωB97M-V functional and the def2-TZVPD basis

Geometry as XYZ:
```
14
C5H8O (the ωB97M-V functional and the def2-TZVPD basis)
C -1.51 0.18 0.31
C -0.33 -0.54 -0.36
C 0.78 0.37 -0.85
C 1.26 1.41 -0.17
C 0.38 -1.49 0.59
O 1.11 -2.38 0.22
H -1.17 0.91 1.05
H -2.10 0.72 -0.44
H -2.17 -0.53 0.82
H -0.69 -1.14 -1.20
H 1.27 0.06 -1.77
H 0.83 1.74 0.77
H 2.13 1.95 -0.52
H 0.23 -1.28 1.67
```

As for the SMILES: C=C[C@H](C)C=O. For the LUMO energy, the calculation gives 1.056 eV. For the HOMO-LUMO gap, the calculation gives 0.390 hartree. As for the charge: 0. The energy above the lowest of the compared OMol25 structures with the same formula, charge and spin is 27.8 kcal per mole.

Here are the Mulliken charges for atoms 1 to 2, given in e: C -1.397; C 0.379



Molecular formula: H12O6
Method: DFT, the ωB97M-V functional and the def2-TZVPD basis

Geometry as XYZ:
```
18
H12O6 (the ωB97M-V functional and the def2-TZVPD basis)
O 13.07 1.35 -14.24
H 12.47 1.53 -13.54
H 13.82 1.73 -13.81
O 8.68 3.26 -17.63
H 7.76 3.51 -17.51
H 9.13 3.67 -16.85
O 10.36 4.68 -15.73
H 11.06 5.24 -15.31
H 9.65 4.60 -15.14
O 9.46 1.79 -14.77
H 10.05 1.86 -15.51
H 9.29 0.88 -14.86
O 11.62 2.30 -16.48
H 12.16 1.99 -15.75
H 11.51 3.23 -16.43
O 11.58 -1.12 -16.36
H 12.38 -1.44 -16.02
H 11.68 -0.26 -16.72
```

As for the SMILES: O.O.O.O.O.O. For the LUMO energy, the calculation gives 0.105 eV. For the HOMO-LUMO gap, the calculation gives 0.396 hartree. As for the charge: 0. The energy above the lowest of the compared OMol25 structures with the same formula, charge and spin is 34.8 kcal per mole.

Here are the Mulliken charges for atoms 1 to 2, given in e: O -0.651; H 0.320



Question: What is the charge in the first record?
Answer: 0